Entry 1:
# C20H23N3O5S

A single C20H23N3O5S molecule (ωB97M-V/def2-TZVPD, OMol25).

Geometry as XYZ:
```
52
C20H23N3O5S (ωB97M-V/def2-TZVPD)
C 4.0049 0.1119 -0.3505
O 2.9800 -0.7746 -0.7503
C 2.1790 -1.3056 0.2060
C 2.2987 -1.0868 1.5770
C 1.4294 -1.6850 2.4705
C 0.4075 -2.5188 2.0226
N -0.4939 -3.1552 2.8763
C -0.5381 -3.1372 4.2448
C -1.6688 -3.9841 4.7885
O 0.2305 -2.5214 4.9437
C 0.2738 -2.7258 0.6510
C 1.1439 -2.1284 -0.2314
S 0.9104 -2.4565 -1.9786
O -0.4210 -2.9600 -2.1426
O 1.9898 -3.2322 -2.5061
N 1.0305 -0.9587 -2.7321
C 0.5283 0.1731 -2.1049
C 1.1847 1.3981 -2.2076
C 0.6903 2.5067 -1.5518
C -0.4757 2.4238 -0.7979
C -0.9241 3.6337 -0.0453
O -0.1586 4.2661 0.6645
N -2.2196 3.9852 -0.1788
C -3.1645 3.5048 -1.1661
C -4.0080 4.7398 -1.4782
C -4.0939 5.4235 -0.1146
C -2.7045 5.1929 0.4757
C -1.1322 1.2012 -0.7028
C -0.6390 0.0849 -1.3493
H 3.5907 1.0004 0.1348
H 4.7197 -0.3777 0.3164
H 4.5136 0.4031 -1.2676
H 3.0727 -0.4450 1.9645
H 1.5406 -1.5075 3.5274
H -1.1864 -3.7188 2.4025
H -2.6239 -3.6277 4.4088
H -1.5369 -5.0219 4.4899
H -1.6696 -3.9228 5.8727
H -0.5083 -3.3467 0.2412
H 1.9431 -0.8456 -3.1475
H 2.0889 1.4683 -2.7943
H 1.2096 3.4516 -1.6097
H -2.6495 3.1008 -2.0388
H -3.7970 2.7176 -0.7368
H -4.9826 4.4850 -1.8887
H -3.4826 5.3801 -2.1876
H -4.3371 6.4810 -0.1878
H -4.8513 4.9342 0.4987
H -2.7174 5.0521 1.5593
H -2.0192 6.0184 0.2564
H -2.0226 1.1146 -0.0987
H -1.1480 -0.8630 -1.2861
```

Results
SMILES ... COc1ccc(NC(C)=O)cc1S(=O)(=O)Nc1ccc(C(=O)N2CCCC2)cc1
Net charge ... 0
Maximum force ... 1.0 eV/A
Relative energy (zero: lowest compared OMol25 entry of this formula, charge and spin) ... 27.4 kcal/mol

=====

Entry 2:
# C20H23N4O9P2V

A molecular structure, C20H23N4O9P2V (ωB97M-V/def2-TZVPD, OMol25).

Geometry as XYZ:
```
59
C20H23N4O9P2V (ωB97M-V/def2-TZVPD)
V 0.0172 -0.2097 -0.7857
C 2.1110 1.0037 1.2153
N 1.8398 -0.4263 1.1020
C 2.7572 -1.1779 0.2535
C 2.8992 -0.6016 -1.1352
C 4.0163 -0.9082 -1.8927
C 4.1486 -0.3528 -3.1538
C 3.1757 0.5264 -3.5949
C 2.0832 0.7800 -2.7848
N 1.9245 0.2024 -1.5842
C 1.6654 -1.0534 2.4320
C 0.2735 -1.4977 2.8046
C -0.1214 -2.8213 2.7205
C -1.4002 -3.1651 3.1326
C -2.2359 -2.1694 3.5970
C -1.7439 -0.8740 3.6572
N -0.5125 -0.5355 3.2980
C 0.8156 1.7814 1.3150
C 0.6946 2.9010 2.1200
C -0.5362 3.5286 2.2170
C -1.6162 2.9790 1.5458
C -1.4144 1.8551 0.7657
N -0.2068 1.3006 0.6003
H 2.7190 1.2198 2.1042
H 2.6723 1.3439 0.3464
H 3.7683 -1.2372 0.6909
H 2.3695 -2.1963 0.1681
H 4.7643 -1.5789 -1.4894
H 5.0009 -0.5980 -3.7750
H 3.2382 1.0038 -4.5629
H 1.2810 1.4475 -3.0726
H 2.3632 -1.8925 2.5089
H 1.9503 -0.3205 3.1910
H 0.5581 -3.5696 2.3311
H -1.7488 -4.1837 3.0519
H -3.2609 -2.3769 3.8706
H -2.3738 -0.0678 4.0197
H 1.5548 3.2546 2.6744
H -0.6540 4.4161 2.8262
H -2.6078 3.4036 1.6175
H -2.2262 1.3610 0.2450
O -1.9176 -3.6478 -0.3590
P -2.4523 -2.1807 -0.7945
O -3.9145 -2.1692 -0.6526
O -1.6533 -1.1093 -0.0593
O -1.9633 -2.1371 -2.3555
P -0.4426 -2.4349 -2.8322
O -0.1690 -1.2746 -3.9173
O -0.3404 -3.7650 -3.4656
O 0.4407 -2.1184 -1.6295
H -1.1119 -3.9231 -0.8140
H -0.5303 -1.5539 -4.7671
C -2.9857 1.9055 -3.0789
O -2.2869 0.8721 -2.4123
C -0.9598 1.1316 -2.0589
O -0.5336 2.2342 -2.4076
H -4.0335 1.6059 -3.0753
H -2.6402 2.0216 -4.1106
H -2.8615 2.8686 -2.5792
```

Results
Expectation value of S² ... 3.764
Net charge ... -1
Maximum force ... 1.2 eV/A
Relative energy (zero: lowest compared OMol25 entry of this formula, charge and spin) ... 12.2 kcal/mol
2S+1 ... 4

=====

Entry 3:
# C20H23N5O5

A single C20H23N5O5 molecule (ωB97M-V/def2-TZVPD, OMol25).

Geometry as XYZ:
```
53
C20H23N5O5 (ωB97M-V/def2-TZVPD)
C -8.3794 -0.7301 -1.1555
O -7.5303 -1.0006 -0.0660
C -6.2350 -0.5881 -0.1361
C -5.6656 0.0872 -1.2058
C -4.3302 0.4541 -1.1551
C -3.5517 0.1571 -0.0506
N -2.2041 0.5052 0.0519
C -1.4207 1.1602 -0.8144
O -1.7119 1.6008 -1.9164
C -0.0078 1.3226 -0.2490
O 0.3304 0.8227 0.8134
N 0.7561 2.0382 -1.0899
N 2.1020 2.2934 -1.0254
C 2.6490 2.7591 0.0319
C 1.9519 3.1591 1.2852
C 4.1387 2.8463 -0.0136
C 4.7542 1.5038 0.4462
O 5.5221 1.4301 1.3643
N 4.3081 0.4808 -0.3356
C 4.6087 -0.8719 -0.2267
C 3.8631 -1.7807 -0.9843
C 4.1581 -3.1296 -0.8910
C 3.4073 -4.1512 -1.6857
C 5.1954 -3.5080 -0.0378
C 5.8709 -2.5275 0.6637
N 5.5926 -1.2389 0.5741
C -4.1267 -0.5291 1.0399
O -3.2895 -0.7804 2.0878
C -3.8015 -1.4624 3.2077
C -5.4568 -0.8929 0.9852
H -9.3491 -1.1432 -0.8823
H -8.0246 -1.2142 -2.0708
H -8.4802 0.3459 -1.3284
H -6.2398 0.3360 -2.0826
H -3.8827 0.9791 -1.9825
H -1.7434 0.2153 0.9130
H 0.3364 2.2223 -1.9997
H 2.5975 3.7532 1.9242
H 1.0470 3.7200 1.0475
H 1.6373 2.2646 1.8276
H 4.5153 3.6279 0.6430
H 4.4741 3.0245 -1.0362
H 3.5871 0.7218 -1.0086
H 3.0664 -1.4303 -1.6245
H 2.4970 -3.7295 -2.1040
H 3.1502 -5.0054 -1.0626
H 4.0293 -4.5117 -2.5051
H 5.4628 -4.5477 0.0705
H 6.6822 -2.7746 1.3350
H -4.6133 -0.9013 3.6802
H -2.9681 -1.5489 3.9029
H -4.1567 -2.4616 2.9390
H -5.9385 -1.4174 1.7932
```

Results
SMILES ... COc1ccc(NC(=O)C(=O)N/N=C(\C)CC(=O)Nc2cc(C)ccn2)c(OC)c1
Net charge ... 0
Maximum force ... 0.8 eV/A
Relative energy (zero: lowest compared OMol25 entry of this formula, charge and spin) ... 0.0 kcal/mol

=====

Entry 4:
# C20H23N9O3RuSi

A molecular structure, C20H23N9O3RuSi (ωB97M-V/def2-TZVPD, OMol25).

Geometry as XYZ:
```
57
C20H23N9O3RuSi (ωB97M-V/def2-TZVPD)
Ru -0.4034 0.7802 0.8754
C -0.9751 -2.1177 3.5760
Si -0.9768 -0.2713 3.4914
C -1.0781 0.5410 5.1497
C -2.3494 0.3727 2.3331
N 0.3911 0.2859 2.5326
C 1.7665 0.3704 2.6257
C 2.5213 0.0672 3.7618
C 3.8998 0.1617 3.7222
C 4.5485 0.5629 2.5543
C 3.8197 0.8786 1.4097
C 2.4521 0.7808 1.4703
O 1.6109 1.1042 0.3949
C 2.1404 1.2474 -0.9071
C 2.5610 0.1346 -1.6056
C 3.0348 0.3120 -2.8991
C 3.0782 1.5827 -3.4569
C 2.6600 2.6883 -2.7257
C 2.1876 2.5264 -1.4298
H -1.8646 -2.4733 4.1034
H -0.1048 -2.4940 4.1161
H -0.9632 -2.5568 2.5766
H -2.0743 0.3830 5.5733
H -0.8962 1.6152 5.0981
H -0.3569 0.1036 5.8439
H -3.1569 -0.3630 2.3806
H -2.2797 0.4490 1.1980
H -2.7542 1.3317 2.6559
H 2.0144 -0.2437 4.6659
H 4.4790 -0.0781 4.6030
H 5.6269 0.6326 2.5325
H 4.3100 1.1929 0.4985
H 2.5470 -0.8463 -1.1476
H 3.3662 -0.5524 -3.4593
H 3.4529 1.7157 -4.4631
H 2.7184 3.6794 -3.1560
H 1.8800 3.3721 -0.8263
N -3.2395 -0.0016 -1.1220
N -2.6876 0.7281 -2.1798
C -1.8932 1.7726 -1.9594
N -1.6483 2.6064 -2.9582
N -1.3352 1.8930 -0.7277
N -0.9464 3.0851 -0.2520
O -1.0054 4.1380 -0.8318
O -0.4772 2.9531 0.9121
H -3.0098 -0.9814 -1.2563
H -4.2483 0.0927 -1.1718
H -2.7868 0.3608 -3.1219
H -2.2033 2.5600 -3.7975
H -1.0400 3.3968 -2.8176
N -0.3603 -1.0283 0.0075
C -0.2001 -1.6361 -0.9717
C -0.1154 -2.3317 -2.1617
C -1.2252 -2.1346 -3.0190
N -2.1852 -1.8638 -3.6030
C 1.1079 -2.9378 -2.5421
N 2.1246 -3.3866 -2.8464
```

Results
Expectation value of S² ... 0.771
Net charge ... +1
E_tot ... -1878.506918 hartree
Maximum force ... 0.5 eV/A
2S+1 ... 2

=====

What did the third record say?
# C20H23N5O5

A single C20H23N5O5 molecule (ωB97M-V/def2-TZVPD, OMol25).

Geometry as XYZ:
```
53
C20H23N5O5 (ωB97M-V/def2-TZVPD)
C -8.3794 -0.7301 -1.1555
O -7.5303 -1.0006 -0.0660
C -6.2350 -0.5881 -0.1361
C -5.6656 0.0872 -1.2058
C -4.3302 0.4541 -1.1551
C -3.5517 0.1571 -0.0506
N -2.2041 0.5052 0.0519
C -1.4207 1.1602 -0.8144
O -1.7119 1.6008 -1.9164
C -0.0078 1.3226 -0.2490
O 0.3304 0.8227 0.8134
N 0.7561 2.0382 -1.0899
N 2.1020 2.2934 -1.0254
C 2.6490 2.7591 0.0319
C 1.9519 3.1591 1.2852
C 4.1387 2.8463 -0.0136
C 4.7542 1.5038 0.4462
O 5.5221 1.4301 1.3643
N 4.3081 0.4808 -0.3356
C 4.6087 -0.8719 -0.2267
C 3.8631 -1.7807 -0.9843
C 4.1581 -3.1296 -0.8910
C 3.4073 -4.1512 -1.6857
C 5.1954 -3.5080 -0.0378
C 5.8709 -2.5275 0.6637
N 5.5926 -1.2389 0.5741
C -4.1267 -0.5291 1.0399
O -3.2895 -0.7804 2.0878
C -3.8015 -1.4624 3.2077
C -5.4568 -0.8929 0.9852
H -9.3491 -1.1432 -0.8823
H -8.0246 -1.2142 -2.0708
H -8.4802 0.3459 -1.3284
H -6.2398 0.3360 -2.0826
H -3.8827 0.9791 -1.9825
H -1.7434 0.2153 0.9130
H 0.3364 2.2223 -1.9997
H 2.5975 3.7532 1.9242
H 1.0470 3.7200 1.0475
H 1.6373 2.2646 1.8276
H 4.5153 3.6279 0.6430
H 4.4741 3.0245 -1.0362
H 3.5871 0.7218 -1.0086
H 3.0664 -1.4303 -1.6245
H 2.4970 -3.7295 -2.1040
H 3.1502 -5.0054 -1.0626
H 4.0293 -4.5117 -2.5051
H 5.4628 -4.5477 0.0705
H 6.6822 -2.7746 1.3350
H -4.6133 -0.9013 3.6802
H -2.9681 -1.5489 3.9029
H -4.1567 -2.4616 2.9390
H -5.9385 -1.4174 1.7932
```

Results
SMILES ... COc1ccc(NC(=O)C(=O)N/N=C(\C)CC(=O)Nc2cc(C)ccn2)c(OC)c1
Net charge ... 0
Maximum force ... 0.8 eV/A
Relative energy (zero: lowest compared OMol25 entry of this formula, charge and spin) ... 0.0 kcal/mol